(1)
{
  "formula": "C42H38IrN7O2P2S2",
  "method": "wB97M-V/def2-TZVPD",
  "species": ["Ir", "C", "C", "N", "N", "C", "S", "N", "N", "H", "H", "H", "H", "H", "H", "O", "S", "O", "N", "C", "C", "C", "C", "C", "C", "C", "C", "N", "C", "C", "C", "C", "C", "C", "C", "H", "H", "H", "H", "H", "H", "H", "H", "H", "H", "H", "N", "P", "C", "C", "C", "C", "C", "C", "C", "C", "C", "C", "C", "C", "P", "C", "C", "C", "C", "C", "C", "C", "C", "C", "C", "C", "C", "H", "H", "H", "H", "H", "H", "H", "H", "H", "H", "H", "H", "H", "H", "H", "H", "H", "H", "H", "H", "H"],
  "xyz": [[0.22572, -0.11535, 0.49301], [-3.03286, -4.16550, 1.47774], [-2.07212, -3.34684, 2.26200], [-1.68650, -3.71625, 3.46856], [-0.95102, -2.65157, 3.95369], [-0.72809, -1.75690, 3.03025], [0.37052, -0.53194, 2.94830], [-1.52783, -2.06857, 1.99342], [-1.37902, -1.38245, 0.71452], [-3.83649, -4.40264, 2.21479], [-2.59092, -5.06895, 1.02743], [-3.46821, -3.57939, 0.64990], [-0.62190, -2.71904, 4.90238], [-1.31832, -2.07814, -0.03059], [-2.30676, -0.97649, 0.51290], [-3.27706, 1.22493, -0.14370], [-2.81316, 1.28431, 1.23378], [-3.00310, 0.18010, 2.11237], [-1.15129, 1.50155, 1.14558], [-0.67426, 2.72396, 0.70016], [-1.33192, 3.95233, 0.39384], [-0.58411, 5.11028, 0.19748], [0.75519, 5.17919, 0.22134], [1.43669, 3.91637, 0.34162], [2.81117, 3.90715, 0.45027], [3.38245, 2.77560, 1.05945], [2.70514, 1.55155, 1.03152], [1.38158, 1.52761, 0.85495], [0.76973, 2.71946, 0.61250], [-3.46824, 2.65072, 2.06665], [-2.64029, 3.03859, 3.09949], [-3.18961, 3.96482, 4.04613], [-4.53824, 4.37702, 3.92373], [-5.28772, 4.04366, 2.79777], [-4.78886, 3.07812, 1.94411], [-2.40630, 4.01159, 0.42277], [-1.04652, 6.09891, 0.11128], [1.33306, 6.10682, 0.30237], [3.43951, 4.74139, 0.05507], [4.36894, 2.87128, 1.52502], [3.16106, 0.60707, 1.31543], [-1.62013, 2.69337, 3.21136], [-2.51623, 4.40677, 4.74837], [-5.06564, 5.06833, 4.60230], [-6.24642, 4.48825, 2.60863], [-5.41560, 2.69830, 1.10718], [1.39180, -1.42811, -1.63307], [0.30506, -0.16799, -1.74624], [-1.16246, -0.80890, -2.56587], [-2.25721, 0.04700, -2.58465], [-3.52120, -0.45981, -2.78337], [-3.70332, -1.77461, -3.23825], [-2.56392, -2.56645, -3.38633], [-1.31361, -2.11510, -2.97983], [0.81101, 1.15999, -2.87619], [0.51377, 2.52086, -2.71492], [0.99063, 3.45979, -3.65363], [1.75126, 3.08938, -4.76225], [1.92489, 1.73241, -5.00345], [1.41980, 0.77943, -4.08036], [1.79065, -1.72603, 0.02800], [3.62987, -1.40197, 0.00143], [4.19133, -0.43585, -0.89159], [5.55585, -0.52822, -1.12376], [6.38566, -1.24258, -0.30846], [5.85690, -1.98374, 0.74781], [4.48051, -2.08888, 0.93792], [1.51612, -3.49065, 0.27318], [1.05614, -4.31437, -0.79705], [0.61387, -5.61813, -0.52496], [0.73141, -6.13646, 0.79098], [1.18504, -5.33505, 1.81308], [1.62053, -4.02274, 1.58471], [1.92070, -1.83297, -2.39442], [-2.10693, 1.13519, -2.52091], [-4.33457, 0.21914, -2.61315], [-4.69995, -2.13986, -3.50506], [-2.60806, -3.52371, -3.96012], [-0.40687, -2.76031, -3.00776], [-0.18650, 2.87143, -1.94063], [0.93862, 4.46272, -3.35315], [2.05907, 3.80136, -5.54264], [2.59321, 1.39282, -5.78003], [1.60981, -0.28435, -4.24282], [3.58671, 0.33286, -1.32546], [5.94513, 0.09110, -1.89231], [7.45302, -1.20042, -0.39674], [6.57656, -2.49573, 1.39044], [4.08558, -2.66127, 1.82197], [1.01924, -4.02032, -1.81871], [0.12352, -6.19659, -1.31282], [0.47947, -7.16230, 0.98559], [1.20977, -5.74062, 2.78104], [1.98608, -3.37081, 2.38770]],
  "largest_force_ha_per_bohr": 0.0928,
  "homo_ha": [-0.46528, -0.58101],
  "multiplicity": 6,
  "e_above_lowest_kj_mol": 0.0,
  "charge": 3,
  "lumo_energy_ev": [-8.27, -11.94]
}

(2)
{
  "formula": "C42H38N5O2P2PtS",
  "method": "wB97M-V/def2-TZVPD",
  "species": ["Pt", "C", "N", "C", "P", "C", "C", "C", "C", "C", "C", "C", "C", "C", "C", "C", "C", "C", "C", "C", "C", "C", "C", "P", "C", "C", "C", "C", "C", "C", "C", "C", "C", "C", "C", "C", "H", "H", "H", "H", "H", "H", "H", "H", "H", "H", "H", "H", "H", "H", "H", "H", "H", "H", "H", "H", "H", "H", "H", "H", "H", "H", "H", "H", "H", "N", "C", "C", "C", "C", "C", "C", "S", "O", "O", "N", "C", "N", "C", "C", "C", "N", "H", "H", "H", "H", "H", "H", "H", "H", "H"],
  "xyz": [[0.40761, 0.71633, -0.12304], [-0.62777, -2.22445, -1.65193], [0.33349, -2.82150, -0.72390], [1.72098, -2.31304, -0.81069], [1.91238, -0.55530, -1.34769], [3.63511, -0.26367, -0.93945], [4.62671, -0.98138, -1.61681], [5.95855, -0.77565, -1.30529], [6.30609, 0.15193, -0.32840], [5.32708, 0.87284, 0.33690], [3.98724, 0.66726, 0.03392], [1.75510, -0.50510, -3.13757], [1.95295, -1.60676, -3.97052], [1.89166, -1.45416, -5.34896], [1.64171, -0.20381, -5.89804], [1.44462, 0.89662, -5.07442], [1.49617, 0.74730, -3.69716], [0.02012, -3.85190, 0.07976], [-1.34516, -4.26067, 0.25646], [-1.64168, -5.30974, 1.07827], [-0.61820, -5.99930, 1.74556], [0.72538, -5.61989, 1.57936], [1.05169, -4.56912, 0.77245], [-1.34360, -0.62343, -1.05099], [-2.38485, -1.15763, 0.32096], [-1.78304, -1.36146, 1.56646], [-2.52405, -1.88015, 2.61858], [-3.86931, -2.18002, 2.43864], [-4.47392, -1.96802, 1.20570], [-3.73529, -1.46142, 0.14509], [-2.37747, -0.08988, -2.40540], [-2.26740, -0.60790, -3.69641], [-3.09653, -0.12745, -4.70070], [-4.02233, 0.86728, -4.42453], [-4.11913, 1.40158, -3.14415], [-3.29454, 0.93159, -2.13718], [-1.42898, -2.91568, -1.89408], [-0.09224, -2.00491, -2.57298], [2.30569, -2.95836, -1.47076], [2.18105, -2.33952, 0.17426], [4.36932, -1.67950, -2.40632], [6.72763, -1.32645, -1.82967], [7.34944, 0.31498, -0.09312], [5.60114, 1.59724, 1.09165], [3.23067, 1.23386, 0.56607], [2.16253, -2.59194, -3.57030], [2.04971, -2.30894, -5.99289], [1.60462, -0.08618, -6.97287], [1.25284, 1.86966, -5.50634], [1.33952, 1.60808, -3.05558], [-2.14883, -3.72725, -0.22618], [-2.67192, -5.60908, 1.21385], [-0.86375, -6.83417, 2.38872], [1.50739, -6.17323, 2.08094], [2.09050, -4.31623, 0.63118], [-0.73244, -1.12812, 1.73224], [-2.04916, -2.05050, 3.57619], [-4.45075, -2.57794, 3.26018], [-5.52197, -2.19846, 1.06731], [-4.21400, -1.30902, -0.81488], [-1.54653, -1.37460, -3.94667], [-3.01788, -0.53432, -5.69977], [-4.67154, 1.23045, -5.21012], [-4.83605, 2.18375, -2.93425], [-3.37175, 1.35434, -1.14109], [-1.77840, 4.13572, 7.30054], [-1.16691, 3.59153, 6.26788], [0.25011, 3.76171, 6.10983], [0.87291, 3.20411, 5.03510], [0.11592, 2.46505, 4.10405], [-1.27838, 2.27853, 4.24399], [-1.92123, 2.83181, 5.30561], [0.99099, 1.78472, 2.70425], [2.23441, 2.49028, 2.67394], [0.96662, 0.35678, 2.87311], [0.03531, 2.06664, 1.43095], [0.10901, 3.29330, 0.73003], [0.07534, 3.04225, -0.58270], [0.17440, 4.10604, -1.38922], [0.27962, 5.37741, -0.86710], [0.28291, 5.50273, 0.51402], [0.19247, 4.44997, 1.34152], [-1.27230, 4.67185, 7.99357], [-2.77496, 4.03693, 7.44190], [0.80333, 4.33763, 6.84109], [1.93498, 3.32911, 4.88056], [-1.82292, 1.70470, 3.50534], [-2.98904, 2.71509, 5.44051], [0.15063, 3.92263, -2.45589], [0.34661, 6.23945, -1.51377], [0.36393, 6.47614, 0.98123]],
  "largest_force_ha_per_bohr": 0.0242,
  "homo_ha": [-0.53784, -0.58203],
  "multiplicity": 5,
  "charge": 3,
  "lumo_energy_ev": [-6.68, -10.23]
}